# 1
{
  "formula": "C6H11ClN2",
  "method": "wB97M-V/def2-TZVPD",
  "spin_multiplicity": 1,
  "lumo_energy_ev": -0.707,
  "de_lowest_kj_mol": 133.9,
  "total_charge": 0,
  "e_homo_ev": -6.3,
  "homo_lumo_gap_ha": 0.2072,
  "species": ["C", "C", "N", "C", "C", "N", "C", "C", "H", "H", "H", "H", "H", "H", "H", "H", "H", "H", "H", "Cl"],
  "coordinates": [[-2.1667, 2.0152, 0.3428], [-0.9344, 2.0675, -0.5871], [-0.1066, 0.8271, -0.5881], [0.4210, 0.1832, -1.7307], [1.1655, -0.9330, -1.3692], [1.1539, -0.9855, 0.0163], [0.3885, 0.0797, 0.4664], [1.7507, -1.9963, 0.8372], [-3.0899, 2.3672, -0.1177], [-2.0697, 2.4744, 1.3265], [-2.4778, 1.0255, 0.6771], [-0.2514, 2.8250, -0.2024], [-1.1573, 2.2461, -1.6390], [0.0926, 0.3929, -2.7380], [1.5281, -1.7411, -1.9871], [0.1790, 0.3347, 1.4947], [2.0019, -2.8322, 0.1843], [1.1133, -2.2922, 1.6704], [2.6024, -1.4821, 1.2827], [-0.1431, -4.5758, 2.6607]]
}



# 2
{
  "formula": "C4H8NO",
  "method": "wB97M-V/def2-TZVPD",
  "spin_multiplicity": 1,
  "smiles": "C=C[C@H]1[NH2+][C@@H]1O",
  "lumo_energy_ev": -3.776,
  "de_lowest_kj_mol": 369.2,
  "total_charge": 1,
  "e_homo_ev": -13.3,
  "homo_lumo_gap_ha": 0.3517,
  "species": ["C", "C", "C", "C", "N", "O", "H", "H", "H", "H", "H", "H", "H", "H"],
  "coordinates": [[2.1381, -0.9663, -0.0265], [1.5136, 0.2545, -0.0813], [0.2626, 0.2373, 0.5533], [-1.1952, -0.3074, -0.4623], [-0.9203, 1.1190, 0.0421], [-2.1297, -0.9544, 0.1761], [2.9452, -1.1711, -0.5572], [1.6694, -1.6937, 0.6338], [1.6904, 1.1859, -0.5087], [0.0503, -0.1956, 1.5757], [-0.9919, -0.4740, -1.5576], [-1.4971, 1.8118, 0.6372], [-0.5330, 1.7421, -0.7069], [-3.0024, -0.5881, 0.2822]]
}



# 3
{
  "formula": "C6H14NS",
  "method": "wB97M-V/def2-TZVPD",
  "spin_multiplicity": 1,
  "lumo_energy_ev": 3.677,
  "de_lowest_kj_mol": 34.9,
  "total_charge": -1,
  "e_homo_ev": -2.7,
  "homo_lumo_gap_ha": 0.2329,
  "species": ["C", "C", "C", "C", "H", "H", "H", "H", "H", "H", "H", "H", "C", "C", "S", "N", "H", "H", "H", "H", "H", "H"],
  "coordinates": [[-2.2311, -0.7613, 0.0140], [-2.5585, -0.0430, 1.2942], [-3.7690, -0.0983, 1.8539], [-1.4336, 0.7284, 1.9221], [-1.9755, -0.0119, -0.7386], [-3.0714, -1.3856, -0.2805], [-1.2947, -1.3170, 0.1268], [-4.0005, 0.3804, 2.7983], [-4.5356, -0.7326, 1.4214], [-1.8208, 1.3577, 2.7285], [-0.9161, 1.3418, 1.1843], [-0.6289, 0.1050, 2.3236], [3.1567, 0.4343, -1.9577], [1.8218, -0.2352, -1.5927], [1.1772, 0.3329, -0.0149], [4.2218, 0.1501, -1.0147], [2.9485, 1.5099, -1.9813], [3.4923, 0.1310, -2.9579], [1.9509, -1.3304, -1.5645], [1.1038, -0.0545, -2.4127], [4.4937, -0.8211, -1.0743], [3.8691, 0.3191, -0.0772]]
}



# 4
{
  "formula": "C37H64AsN4S2SbSi3Sn",
  "method": "wB97M-V/def2-TZVPD",
  "spin_multiplicity": 1,
  "lumo_energy_ev": -10.252,
  "de_lowest_kj_mol": 178.6,
  "total_charge": 4,
  "e_homo_ev": -17.4,
  "homo_lumo_gap_ha": 0.2626,
  "species": ["Sn", "C", "N", "C", "S", "N", "C", "H", "H", "H", "H", "H", "H", "H", "H", "C", "N", "C", "C", "N", "C", "S", "H", "H", "H", "H", "H", "H", "H", "H", "C", "C", "C", "C", "C", "C", "C", "Sb", "C", "C", "C", "C", "C", "C", "C", "C", "C", "C", "C", "C", "C", "C", "H", "H", "H", "H", "H", "H", "H", "H", "H", "H", "H", "H", "H", "H", "H", "H", "H", "H", "H", "H", "H", "C", "Si", "C", "C", "As", "Si", "C", "C", "C", "Si", "C", "C", "C", "H", "H", "H", "H", "H", "H", "H", "H", "H", "H", "H", "H", "H", "H", "H", "H", "H", "H", "H", "H", "H", "H", "H", "H", "H", "H", "H"],
  "coordinates": [[0.3506, 0.0392, 0.2335], [5.8092, 2.3018, -0.2598], [4.4873, 1.6909, -0.4600], [3.9813, 0.6126, 0.0949], [2.6346, -0.1406, -0.7770], [4.4597, -0.0045, 1.1626], [5.4920, 0.4418, 2.1080], [6.0791, 2.7888, -1.1925], [6.5513, 1.5398, -0.0452], [5.7871, 3.0492, 0.5310], [3.9146, 2.1062, -1.1878], [4.1132, -0.9424, 1.2830], [5.4514, 1.5195, 2.2221], [6.4869, 0.1325, 1.7953], [5.2720, -0.0100, 3.0720], [2.1162, -2.7110, 2.8910], [0.7801, -2.6297, 3.4410], [0.1992, -3.7547, 4.2031], [-1.1399, -3.1826, 4.7065], [-1.1946, -1.8868, 4.0081], [-0.0637, -1.6212, 3.3764], [0.2418, -0.0201, 2.7253], [2.8382, -2.8529, 3.6960], [2.3315, -1.7791, 2.3720], [2.1857, -3.5535, 2.2014], [0.8721, -4.0320, 5.0129], [0.0722, -4.6124, 3.5427], [-1.1544, -3.0296, 5.7840], [-1.9891, -3.8012, 4.4270], [-1.8948, -1.1826, 4.1802], [-3.0610, 1.9620, 0.5202], [-2.8323, 3.2670, -0.1886], [-3.9129, 4.0360, -0.6082], [-3.7289, 5.2761, -1.2049], [-2.4517, 5.7807, -1.3980], [-1.3562, 5.0351, -0.9901], [-1.5549, 3.7901, -0.3952], [0.1927, 2.8850, 0.3275], [0.4184, 3.6593, 2.2708], [-0.6364, 4.4626, 2.7082], [-0.5693, 5.0769, 3.9484], [0.5522, 4.8904, 4.7426], [1.5959, 4.0896, 4.3013], [1.5506, 3.4509, 3.0659], [2.7046, 2.5764, 2.6535], [1.7672, 3.6396, -0.8452], [2.6638, 4.5218, -0.2451], [3.7186, 5.0429, -0.9812], [3.8761, 4.6663, -2.3081], [2.9681, 3.7983, -2.9060], [1.8842, 3.2839, -2.1956], [0.8592, 2.4246, -2.8833], [-4.0937, 1.6363, 0.4091], [-2.8615, 2.0512, 1.5930], [-2.4303, 1.1659, 0.1116], [-4.9176, 3.6627, -0.4524], [-4.5895, 5.8545, -1.5132], [-2.3062, 6.7496, -1.8557], [-0.3578, 5.4319, -1.1377], [-1.5039, 4.6297, 2.0812], [-1.3812, 5.7078, 4.2833], [0.6212, 5.3775, 5.7060], [2.4706, 3.9629, 4.9280], [3.6314, 2.9524, 3.0879], [2.8365, 2.5530, 1.5683], [2.5707, 1.5510, 3.0065], [2.5308, 4.8268, 0.7870], [4.4002, 5.7500, -0.5269], [4.6914, 5.0718, -2.8934], [3.0833, 3.5438, -3.9526], [1.1438, 2.2223, -3.9142], [-0.1162, 2.9176, -2.8966], [0.7367, 1.4564, -2.3856], [-5.7714, -3.7472, -7.2343], [-5.3190, -2.0195, -6.9003], [-6.2581, -1.0138, -5.7056], [-3.9561, -1.2385, -7.8238], [-1.1317, -1.2508, -1.4590], [-2.4134, -2.6292, 0.0468], [-3.2851, -1.4672, 1.2186], [-3.6545, -3.4780, -1.0506], [-1.3506, -3.8773, 0.9390], [0.5253, -2.7669, -2.4005], [-0.5012, -4.0552, -3.2697], [1.4792, -1.7353, -3.6342], [1.6055, -3.5917, -1.1154], [-6.3184, -3.7553, -8.1890], [-6.4206, -4.1817, -6.4761], [-4.8900, -4.3726, -7.3923], [-6.9289, -0.3642, -6.2849], [-5.6083, -0.3486, -5.1344], [-6.8743, -1.6157, -5.0396], [-3.5838, -1.8701, -8.6293], [-3.1298, -1.0168, -7.1395], [-4.2818, -0.2776, -8.2332], [-4.0071, -0.8567, 0.6746], [-2.6064, -0.7924, 1.7449], [-3.8410, -2.0435, 1.9634], [-4.3864, -2.7652, -1.4347], [-4.1997, -4.2178, -0.4578], [-3.2041, -4.0036, -1.8915], [-0.4698, -3.4313, 1.4030], [-1.0037, -4.6491, 0.2501], [-1.9480, -4.3779, 1.7067], [-1.0506, -3.6448, -4.1180], [-1.1985, -4.5668, -2.6068], [0.1819, -4.8157, -3.6605], [1.0341, -1.8487, -4.6246], [2.5141, -2.0785, -3.6992], [1.4958, -0.6701, -3.4039], [1.0981, -4.4544, -0.6827], [1.9195, -2.9301, -0.3075], [2.5092, -3.9593, -1.6095]]
}



# 5
{
  "formula": "C18H18ClN3O2",
  "method": "wB97M-V/def2-TZVPD",
  "spin_multiplicity": 1,
  "smiles": "CC(C)(CCl)C(=O)Oc1ccc(Cn2ccnc2)c2cccnc12",
  "lumo_energy_ev": -0.391,
  "de_lowest_kj_mol": 395.8,
  "total_charge": 0,
  "e_homo_ev": -8.7,
  "homo_lumo_gap_ha": 0.3040,
  "species": ["O", "Cl", "N", "N", "O", "C", "C", "C", "C", "C", "C", "C", "C", "C", "C", "C", "C", "C", "N", "C", "C", "C", "C", "C", "H", "H", "H", "H", "H", "H", "H", "H", "H", "H", "H", "H", "H", "H", "H", "H", "H", "H"],
  "coordinates": [[0.0604, 0.7453, 2.3445], [-2.6986, -0.9720, 3.1250], [4.2243, -3.4233, -1.2724], [-2.1653, -0.2274, -0.9146], [-1.1701, 1.8105, 0.8061], [-0.9558, 1.2953, 2.0071], [3.7907, -2.1650, -1.3046], [4.0141, -3.8340, -2.5700], [3.2910, -2.8570, -3.3234], [-2.5268, -1.2360, -1.7227], [0.6748, 1.8072, -0.5133], [-1.7175, -1.8435, -2.6015], [1.6687, 1.1756, -1.2228], [-0.4686, 1.2274, -0.2132], [-0.3795, -1.5121, -2.6771], [1.4375, -0.0033, -1.9156], [-0.8676, 0.1118, -0.9110], [0.0984, -0.4769, -1.8291], [3.1913, -1.8302, -2.4194], [2.5950, -0.5653, -2.7793], [-1.2279, 1.5488, 4.5047], [-2.3473, 3.2642, 3.1041], [-3.1670, 0.7780, 3.0518], [-1.9216, 1.7189, 3.1833], [3.8971, -1.4150, -0.5130], [4.2459, -4.6968, -2.9981], [2.9126, -3.0313, -4.3228], [-3.5289, -1.6531, -1.6920], [0.9643, 2.6677, 0.0746], [-2.2014, -2.8163, -2.9860], [2.6083, 1.7256, -1.2495], [0.3801, -2.0338, -3.2651], [2.1794, -0.6435, -3.8727], [3.3240, 0.1361, -2.8746], [-1.9544, 1.5999, 5.3019], [-0.6140, 0.6446, 4.6484], [-0.4743, 2.2952, 4.7019], [-3.4605, 3.1848, 2.9702], [-2.2378, 3.9056, 4.0317], [-1.8904, 3.7767, 2.1762], [-3.8111, 1.0010, 3.8814], [-3.7714, 0.8159, 2.0506]]
}



# 6
{
  "formula": "C5H13INS",
  "method": "wB97M-V/def2-TZVPD",
  "spin_multiplicity": 1,
  "lumo_energy_ev": -3.573,
  "de_lowest_kj_mol": 13.6,
  "total_charge": 1,
  "e_homo_ev": -12.1,
  "homo_lumo_gap_ha": 0.3118,
  "species": ["C", "C", "C", "C", "C", "N", "S", "I", "H", "H", "H", "H", "H", "H", "H", "H", "H", "H", "H", "H", "H"],
  "coordinates": [[0.6343, -0.4064, -2.3864], [-0.5204, -1.0093, -0.3611], [-0.4118, 1.2748, -0.9534], [1.6432, -0.0151, -0.1213], [-1.0858, -0.4290, 3.1465], [0.3889, 0.0008, -0.9963], [-2.3342, -0.6674, 4.1413], [0.2089, 1.2521, 3.4654], [0.7272, -1.4932, -2.5412], [-0.2127, -0.0299, -3.0289], [1.4298, 0.2448, -2.7542], [-0.6803, -0.6771, 0.7241], [-1.3904, -1.1958, -0.9303], [-0.0032, -2.0158, -0.2165], [-0.3737, 1.4471, 0.1662], [0.0640, 2.1834, -1.5399], [-1.5351, 1.1556, -1.2265], [1.9177, -1.0365, -0.0228], [1.5470, 0.1723, 0.9722], [2.2996, 0.7954, -0.5985], [-2.3129, 0.4492, 5.0616]]
}



# 7
{
  "formula": "C30H37N4O3PS",
  "method": "wB97M-V/def2-TZVPD",
  "spin_multiplicity": 1,
  "smiles": "CCCNc1cc([PH2]=O)c2c(c1)N(COCCOCC)c1ccccc1S2.c1ccncc1.c1ccncc1",
  "lumo_energy_ev": -0.525,
  "total_charge": 0,
  "e_homo_ev": -7.6,
  "homo_lumo_gap_ha": 0.2602,
  "species": ["C", "C", "C", "N", "C", "C", "C", "P", "O", "C", "C", "C", "N", "C", "O", "C", "C", "O", "C", "C", "C", "C", "C", "C", "C", "C", "S", "H", "H", "H", "H", "H", "H", "H", "H", "H", "H", "H", "H", "H", "H", "H", "H", "H", "H", "H", "H", "H", "H", "H", "H", "H", "H", "H", "N", "C", "C", "C", "C", "C", "H", "H", "H", "H", "H", "N", "C", "C", "C", "C", "C", "H", "H", "H", "H", "H"],
  "coordinates": [[1.9572, -3.0759, -5.8110], [2.9920, -4.3218, -5.5463], [2.7286, -5.1255, -4.1176], [3.2605, -4.2950, -2.9795], [2.2192, -3.9158, -1.9567], [0.6234, -3.6510, -2.2112], [-0.4490, -3.2225, -1.0323], [-2.3172, -2.9861, -1.3891], [-2.6092, -1.4345, -1.5034], [0.2067, -3.0168, 0.4836], [1.7806, -3.2481, 0.8671], [2.7712, -3.7214, -0.3954], [2.4393, -3.1273, 2.2083], [3.2931, -1.8972, 2.3747], [3.3551, -0.9998, 1.2136], [4.7180, -0.3706, 1.1929], [4.5166, 1.0697, 0.3732], [3.0909, 1.4102, 0.5063], [2.8975, 2.6991, 1.2132], [1.2942, 2.8038, 1.5996], [1.5073, -3.1716, 3.3829], [2.2184, -3.4879, 4.8647], [1.4031, -3.5342, 6.2853], [-0.2321, -3.2564, 6.3018], [-0.9464, -2.9578, 4.8550], [-0.1044, -2.9042, 3.4177], [-1.0246, -2.5163, 1.8332], [2.3046, -2.0654, -5.2886], [1.9392, -2.8364, -6.9767], [0.8781, -3.3672, -5.4628], [4.0872, -3.8470, -5.5620], [2.9602, -5.0590, -6.4637], [3.4240, -6.0938, -4.1800], [1.6384, -5.5276, -3.9935], [3.5668, -3.3750, -3.4167], [0.2180, -3.8047, -3.3173], [-3.1273, -3.5745, -0.3137], [-2.7645, -3.6808, -2.6027], [3.9046, -3.9181, -0.1681], [2.8257, -1.2695, 3.2754], [4.3589, -2.2564, 2.7687], [5.5199, -1.0665, 0.6594], [5.1447, -0.1807, 2.2785], [4.8134, 0.8184, -0.7501], [5.1896, 1.9336, 0.7876], [3.2286, 3.5831, 0.4869], [3.5622, 2.6510, 2.1906], [0.7598, 3.2797, 0.6499], [0.7794, 1.7627, 1.7753], [1.1692, 3.4667, 2.5648], [3.3986, -3.6618, 4.9102], [2.0117, -3.7304, 7.2814], [-0.7573, -3.2894, 7.3475], [-2.1209, -2.7573, 4.8765], [-5.2572, 3.3756, 0.9130], [-5.5249, 2.2877, 1.6681], [-5.0917, 1.0086, 1.3577], [-4.3411, 0.8307, 0.2003], [-4.0506, 1.9315, -0.5990], [-4.5249, 3.1719, -0.2036], [-6.1165, 2.4774, 2.5590], [-5.3341, 0.1714, 2.0023], [-3.9852, -0.1574, -0.0764], [-3.4685, 1.8261, -1.5074], [-4.3216, 4.0623, -0.7919], [-3.7894, 6.6359, -1.6140], [-3.6959, 7.6181, -2.5369], [-4.2090, 8.8931, -2.3599], [-4.8619, 9.1799, -1.1658], [-4.9758, 8.1885, -0.1966], [-4.4271, 6.9446, -0.4640], [-3.1807, 7.3444, -3.4530], [-4.1026, 9.6441, -3.1345], [-5.2782, 10.1678, -0.9915], [-5.4792, 8.3801, 0.7442], [-4.4868, 6.1388, 0.2622]]
}



# 8
{
  "formula": "C15H25IrN5O5",
  "method": "wB97M-V/def2-TZVPD",
  "spin_multiplicity": 5,
  "lumo_energy_ev": [-2.858, -5.006],
  "total_charge": 1,
  "e_homo_ev": [-7.3, -10.7],
  "homo_lumo_gap_ha": [0.1640, 0.2108],
  "species": ["O", "H", "Ir", "N", "N", "O", "O", "C", "C", "C", "C", "H", "H", "H", "H", "H", "H", "H", "H", "O", "H", "H", "C", "H", "H", "H", "O", "H", "H", "N", "C", "C", "C", "C", "C", "N", "C", "C", "C", "C", "C", "N", "H", "H", "H", "H", "H", "H", "H", "H", "H"],
  "coordinates": [[2.5198, 1.5625, -2.2485], [3.4757, 1.4148, -2.1416], [-0.3228, -0.1948, -0.0878], [-2.0525, -0.6753, -0.9190], [0.1072, -0.5554, -1.9914], [-3.2193, -1.1403, -0.2786], [1.3692, -0.6389, -2.5346], [-2.1250, -0.9427, -2.2332], [-0.8623, -0.9676, -2.8413], [-3.4286, -1.3364, -2.7954], [-0.5453, -1.3921, -4.2296], [-4.2436, -0.7000, -2.4349], [-3.6900, -2.3790, -2.5619], [-3.3853, -1.2377, -3.8871], [0.4693, -1.7988, -4.3217], [-0.6341, -0.5431, -4.9235], [-1.2506, -2.1636, -4.5613], [-3.1859, -0.7876, 0.6322], [1.8260, 0.2959, -2.4223], [-0.4109, -2.3136, 0.6214], [-1.1397, -2.8190, 0.2089], [0.3972, -2.8539, 0.5014], [2.0880, 2.6111, -1.3342], [2.2451, 2.3072, -0.2983], [1.0348, 2.7697, -1.5199], [2.6615, 3.5115, -1.6050], [-0.6108, 2.3534, -0.5169], [-1.4213, 2.4649, -1.0377], [-0.7356, 2.8095, 0.3315], [0.9802, 0.4476, 2.9577], [1.9358, 0.2378, 1.9796], [3.2696, 0.4758, 2.3454], [4.2913, -0.0055, 1.5470], [3.9309, -0.7398, 0.4112], [2.5999, -0.9421, 0.1017], [1.6086, -0.2807, 0.7763], [-0.3962, 0.2738, 2.9845], [-0.9972, 0.2330, 4.2564], [-2.3665, 0.4146, 4.3561], [-3.0863, 0.6732, 3.1847], [-2.4317, 0.7117, 1.9609], [-1.1174, 0.3380, 1.8494], [1.3775, 0.6657, 3.8735], [3.4382, 1.0035, 3.2811], [5.3302, 0.1705, 1.8117], [4.6863, -1.1659, -0.2420], [2.3018, -1.6068, -0.7070], [-0.3466, 0.1001, 5.1219], [-2.8630, 0.3777, 5.3221], [-4.1534, 0.8832, 3.2069], [-2.9222, 1.0740, 1.0510]]
}



no.,energy (hartree)
1,-804.85063
2,-286.80185
3,-689.96204
4,-6021.31522
5,-1471.57296
6,-948.54973
7,-2348.84783
8,-1340.45343